(1)
The following is a DFT calculation (ωB97M-V/def2-TZVPD) of C9H16N2O3S in the gas phase in a non-equilibrium geometry.

Calculated values
Largest force on an atom in eV/Å: 5.26
Multiplicity: 1
Structure (SMILES): CCN1C=C[N@+]2(CC[C@H]2S(=O)(=O)[O-])[C@H]1C
Gap between HOMO and LUMO in hartree: 0.3286
LUMO in Ha: 0.012
Charge: 0

Last column: natural (NBO) charge in e.
CARTESIAN COORDINATES (ANGSTROEM)
C 0.18810 -0.33874 -3.58671  -0.619
C -0.58566 -1.28725 -2.68172  -0.186
N -0.73265 -0.94531 -1.26918  -0.426
C -1.53063 0.13635 -0.85999  -0.013
C -1.08538 0.75168 0.22880  -0.139
N 0.26365 0.45939 0.52207  -0.266
C 1.08692 1.72122 0.35439  -0.187
C 1.39084 1.76797 1.87551  -0.441
C 0.53042 0.47471 2.01695  -0.329
S -1.08676 0.44616 2.97130  2.409
O -1.53954 1.83380 2.87827  -0.997
O -1.79696 -0.59654 2.27631  -0.970
O -0.45539 0.18980 4.27126  -0.978
C 0.48072 -0.78088 -0.40897  0.153
C 0.45152 -1.92794 0.56449  -0.690
H 1.01096 -0.08344 -3.09422  0.197
H 0.22929 -0.84759 -4.48456  0.225
H -0.43260 0.49773 -3.65510  0.209
H -1.53492 -1.49194 -2.91265  0.203
H -0.12436 -2.32523 -2.51363  0.192
H -2.50372 0.22640 -1.42928  0.231
H -1.67964 1.57257 0.69481  0.295
H 0.44058 2.36707 -0.11335  0.221
H 2.06919 1.62679 -0.15269  0.216
H 2.44074 1.76729 2.23403  0.230
H 1.09936 2.77755 2.17206  0.251
H 0.97841 -0.51039 2.34106  0.265
H 1.32303 -0.62840 -0.96331  0.197
H -0.30380 -1.76354 1.29552  0.279
H 1.34766 -2.20920 1.13697  0.218
H 0.06061 -2.88009 0.29158  0.250

(2)
The following is a DFT calculation (ωB97M-V/def2-TZVPD) of 2 unconnected molecules or ions with the total composition C9H16N3O in a non-equilibrium geometry.

Calculated values
Largest force on an atom in eV/Å: 2.00
Multiplicity: 1
Gap between HOMO and LUMO in hartree: 0.3242
LUMO in Ha: -0.099
Charge: +1

Last column: natural (NBO) charge in e.
CARTESIAN COORDINATES (ANGSTROEM)
C 1.93855 -2.82164 -1.30250  -0.429
C -0.47615 -3.08346 -0.89070  0.674
N -1.45726 -2.81496 -0.03053  -0.777
N 0.67550 -2.50056 -0.63590  -0.553
N -0.70145 -3.94463 -1.85853  -0.761
H -1.54291 -1.83741 0.23954  0.444
H -2.31177 -3.33463 -0.15336  0.400
H 0.73208 -1.81903 0.10801  0.450
H -1.66767 -4.07153 -2.10643  0.428
H 0.05627 -4.37950 -2.35223  0.428
H 1.98277 -2.24663 -2.22506  0.215
H 1.99823 -3.82882 -1.69719  0.207
H 2.79546 -2.61644 -0.70005  0.246
C 0.33972 4.85265 0.39763  -0.625
C -0.46190 0.73313 1.12766  0.271
C -1.04191 1.69756 1.94589  -0.276
C 0.30831 1.05475 0.05297  -0.282
C -0.61329 2.99490 1.72989  -0.160
C 0.54885 2.40042 -0.26042  -0.171
C 0.12605 3.37057 0.62079  -0.028
O -0.64704 -0.63037 1.37560  -0.753
H -0.91836 -0.82335 2.28068  0.507
H -1.84662 1.47019 2.63060  0.229
H 0.65712 0.28750 -0.63048  0.200
H -0.91873 3.76776 2.42547  0.221
H 1.17361 2.56220 -1.12503  0.221
H 1.32219 4.99948 -0.03406  0.221
H 0.39235 5.39721 1.33827  0.225
H -0.44200 5.16465 -0.27052  0.230

(3)
The following is a DFT calculation (ωB97M-V/def2-TZVPD) of 2 unconnected molecules or ions with the total composition C9H16N3O in a non-equilibrium geometry.

Calculated values
Largest force on an atom in eV/Å: 6.72
Multiplicity: 1
Gap between HOMO and LUMO in hartree: 0.3468
LUMO in Ha: -0.090
Charge: +1

Last column: natural (NBO) charge in e.
CARTESIAN COORDINATES (ANGSTROEM)
C 0.06837 -1.42602 1.32356  -0.042
C 1.05811 -2.22230 0.79201  -0.029
C 1.51664 -0.12363 0.21562  0.418
C 2.21620 1.05781 -0.28794  -0.457
C 1.37951 2.39266 0.13662  -0.418
C 0.02167 2.20029 0.45751  -0.251
C -4.91739 -0.50318 -0.28960  -0.508
C 3.00310 -1.87683 -0.75434  -0.436
C -3.75351 -0.63481 0.30389  0.129
N 0.49474 -0.12310 1.03611  -0.122
N 1.88946 -1.40500 0.01916  -0.308
N -0.19481 1.02942 1.46573  -0.430
O -2.57418 -0.80819 -0.30622  -0.714
H -0.71890 -1.46242 2.05424  0.253
H 1.40506 -3.20065 0.86255  0.245
H 3.23483 1.07242 0.01990  0.250
H 2.30958 0.91659 -1.32784  0.242
H 2.01784 2.67327 1.03419  0.234
H 1.59379 3.21344 -0.60836  0.263
H -0.25877 3.10118 1.04196  0.248
H -0.69977 2.02294 -0.36167  0.213
H -5.88862 -0.22987 0.24570  0.235
H -1.12550 0.94101 1.77206  0.403
H -4.96013 -0.33600 -1.37352  0.200
H 3.86382 -1.00628 -0.69376  0.229
H 3.47611 -2.67780 -0.08177  0.239
H 2.93909 -2.23799 -1.80293  0.253
H -3.61762 -0.80406 1.34252  0.172
H -2.57269 -0.85755 -1.24838  0.489

(4)
The following is a DFT calculation (ωB97M-V/def2-TZVPD) of a gas-phase ion, C9H16N3O2S (charge +1) in a non-equilibrium geometry.

Calculated values
Largest force on an atom in eV/Å: 6.90
Multiplicity: 1
Structure (SMILES): CCC[N@+](C)(N)S(=O)(=O)c1cccnc1
Gap between HOMO and LUMO in hartree: 0.3514
LUMO in Ha: -0.156
Charge: +1

Last column: natural (NBO) charge in e.
CARTESIAN COORDINATES (ANGSTROEM)
C 2.75642 -1.26502 -2.62600  -0.630
C 1.52641 -0.33248 -2.57929  -0.412
C 0.26493 -0.93366 -1.98366  -0.279
N 0.22421 -0.64684 -0.53193  -0.289
C 1.19733 -1.23288 0.39882  -0.452
N -1.24538 -1.29390 -0.09030  -0.594
S -0.15353 1.28648 -0.23768  2.264
O -1.04023 1.56102 -1.30807  -0.858
O 1.14205 1.81382 -0.27514  -0.846
C -0.97705 1.14711 1.40442  -0.366
C -2.31984 1.18968 1.51109  -0.146
C -2.87158 1.52219 2.77039  -0.217
C -2.07533 1.41478 3.90973  0.102
N -0.71637 1.18862 3.77240  -0.363
C -0.17071 1.16710 2.56085  0.074
H 3.53600 -0.61108 -3.03642  0.244
H 3.14345 -1.36527 -1.60725  0.203
H 2.47826 -2.27485 -3.24683  0.229
H 1.28274 -0.14039 -3.51235  0.213
H 1.72549 0.73537 -2.05688  0.222
H -0.54441 -0.37112 -2.56523  0.266
H 0.33228 -1.95188 -2.25668  0.234
H 0.75658 -1.35773 1.42016  0.271
H 1.63442 -2.00683 -0.18484  0.244
H 2.07491 -0.38681 0.52636  0.243
H -1.56857 -1.91296 -0.82480  0.378
H -1.72741 -0.42210 -0.16490  0.343
H -3.00664 1.16210 0.73999  0.244
H -3.99499 1.67757 2.98075  0.258
H -2.50978 1.49856 4.79437  0.210
H 0.84631 1.14139 2.29892  0.212